(1)
{"formula": "C25H82N4O16", "method": "ωB97M-V/def2-TZVPD", "orbital_gap_ha": 0.309, "spin_multiplicity": 1, "e_tot_ha": -2424.3309, "de_lowest_kj_mol": 17.5, "charge": 0, "lumo_ev": 0.043, "homo_energy_ev": -8.38, "elements": ["C", "C", "O", "H", "H", "H", "H", "H", "H", "C", "C", "O", "H", "H", "H", "H", "H", "H", "C", "C", "O", "H", "H", "H", "H", "H", "H", "C", "C", "O", "H", "H", "H", "H", "H", "H", "C", "C", "O", "H", "H", "H", "H", "H", "H", "C", "C", "O", "H", "H", "H", "H", "H", "H", "C", "C", "O", "H", "H", "H", "H", "H", "H", "C", "C", "O", "H", "H", "H", "H", "H", "H", "C", "C", "O", "H", "H", "H", "H", "H", "H", "C", "O", "N", "N", "H", "H", "H", "H", "C", "O", "N", "N", "H", "H", "H", "H", "C", "O", "H", "H", "H", "H", "C", "O", "H", "H", "H", "H", "C", "O", "H", "H", "H", "H", "C", "O", "H", "H", "H", "H", "C", "O", "H", "H", "H", "H"], "positions_angstrom": [[20.71, 5.95, -5.84], [19.63, 6.12, -6.84], [19.60, 4.91, -7.58], [20.71, 6.80, -5.14], [21.72, 5.78, -6.22], [20.48, 5.05, -5.23], [19.82, 7.00, -7.43], [18.70, 6.30, -6.33], [20.42, 4.74, -8.00], [14.20, 10.13, -4.58], [13.04, 10.76, -5.40], [13.71, 11.38, -6.37], [14.81, 10.83, -4.06], [14.86, 9.59, -5.25], [13.82, 9.45, -3.88], [12.49, 11.40, -4.79], [12.39, 10.00, -5.82], [13.05, 11.83, -6.92], [18.73, 9.28, -4.34], [17.39, 8.68, -4.77], [17.32, 8.97, -6.17], [19.62, 8.82, -4.85], [18.86, 9.02, -3.30], [18.76, 10.35, -4.44], [16.61, 9.08, -4.16], [17.33, 7.64, -4.66], [16.40, 8.80, -6.47], [14.39, 6.20, -4.45], [15.59, 5.31, -4.56], [16.14, 5.50, -5.91], [13.97, 6.05, -3.46], [13.66, 5.98, -5.21], [14.63, 7.23, -4.51], [15.30, 4.27, -4.21], [16.31, 5.69, -3.83], [16.93, 4.89, -6.03], [18.25, 6.96, -10.20], [17.05, 6.87, -9.35], [16.29, 5.73, -9.54], [18.89, 7.79, -9.91], [17.96, 7.10, -11.26], [18.89, 6.11, -10.14], [16.45, 7.75, -9.46], [17.37, 6.84, -8.36], [16.08, 5.70, -10.47], [14.70, 11.71, -9.90], [15.36, 10.47, -9.31], [15.89, 10.92, -8.09], [13.95, 12.03, -9.29], [14.14, 11.51, -10.78], [15.43, 12.50, -10.18], [16.10, 10.15, -10.06], [14.56, 9.75, -9.07], [15.18, 10.95, -7.47], [23.97, 8.65, -2.62], [23.10, 7.50, -3.25], [21.72, 7.84, -3.02], [25.02, 8.42, -2.79], [23.80, 8.71, -1.59], [23.88, 9.60, -3.14], [23.28, 6.56, -2.72], [23.41, 7.30, -4.25], [21.13, 7.08, -3.13], [21.59, 12.41, -1.27], [21.15, 11.55, -2.42], [20.22, 12.32, -3.09], [22.39, 11.85, -0.77], [20.86, 12.54, -0.53], [21.93, 13.41, -1.56], [20.77, 10.53, -2.04], [21.96, 11.36, -3.08], [20.27, 12.19, -4.04], [21.75, 14.04, -5.56], [21.52, 12.79, -6.41], [20.66, 11.98, -5.71], [20.90, 14.73, -5.53], [22.54, 14.69, -6.02], [22.11, 13.86, -4.48], [22.42, 12.19, -6.41], [21.20, 12.96, -7.42], [20.22, 11.38, -6.32], [19.76, 9.98, -8.50], [20.94, 10.10, -9.24], [19.70, 9.65, -7.26], [18.62, 10.27, -8.99], [20.53, 9.26, -6.86], [18.76, 9.52, -6.76], [18.49, 10.55, -10.00], [17.76, 10.33, -8.44], [16.68, 12.13, -1.37], [15.44, 11.63, -0.90], [16.97, 13.42, -1.33], [17.65, 11.36, -1.89], [16.30, 13.92, -0.76], [17.74, 13.87, -1.88], [17.43, 10.39, -1.85], [18.55, 11.70, -2.26], [16.92, 12.74, -4.81], [16.19, 13.14, -5.94], [16.75, 11.78, -4.33], [16.91, 13.48, -4.00], [17.92, 12.67, -5.27], [15.56, 12.46, -6.14], [18.68, 5.44, -2.77], [19.98, 5.87, -2.48], [18.56, 4.41, -2.29], [18.48, 5.36, -3.81], [17.98, 6.10, -2.27], [20.48, 5.04, -2.53], [15.81, 8.15, -1.85], [17.01, 8.76, -1.36], [15.92, 7.49, -2.64], [15.12, 8.94, -2.19], [15.29, 7.56, -1.06], [17.63, 8.10, -1.05], [13.64, 7.59, -7.48], [14.99, 7.62, -7.17], [13.45, 7.83, -8.50], [13.16, 8.47, -7.06], [13.07, 6.70, -7.24], [15.26, 6.80, -6.71], [22.94, 8.44, -6.69], [21.95, 8.98, -5.86], [23.26, 9.26, -7.37], [22.65, 7.52, -7.19], [23.80, 8.30, -6.05], [22.03, 8.62, -4.95]]}

(2)
{"formula": "C32H30BrNPPt", "method": "ωB97M-V/def2-TZVPD", "orbital_gap_ha": [0.252, 0.172], "spin_multiplicity": 5, "e_tot_ha": -4325.6433, "s_squared": 6.050, "charge": 3, "lumo_ev": [-9.558, -12.213], "homo_energy_ev": [-16.43, -16.89], "elements": ["Pt", "C", "C", "C", "C", "C", "C", "H", "H", "H", "H", "H", "H", "C", "C", "C", "C", "C", "C", "C", "P", "C", "C", "C", "C", "C", "C", "C", "C", "C", "C", "C", "C", "C", "C", "H", "H", "H", "H", "H", "H", "H", "H", "H", "H", "H", "H", "H", "H", "H", "H", "H", "H", "H", "H", "Br", "C", "C", "C", "C", "N", "C", "H", "H", "H", "H"], "positions_angstrom": [[-0.61, 0.21, -0.74], [-1.08, 0.54, 1.83], [-0.36, 1.73, 1.66], [-0.69, 2.61, 0.64], [-1.76, 2.29, -0.23], [-2.57, 1.16, 0.01], [-2.22, 0.27, 1.05], [-0.81, -0.16, 2.61], [0.46, 1.96, 2.33], [-0.14, 3.52, 0.49], [-1.99, 2.94, -1.05], [-3.43, 0.96, -0.61], [-2.81, -0.62, 1.23], [-2.41, -3.01, -0.37], [-1.92, -3.33, -1.74], [-2.70, -4.17, -2.54], [-2.31, -4.51, -3.83], [-1.12, -4.02, -4.36], [-0.33, -3.19, -3.59], [-0.72, -2.84, -2.29], [0.38, -1.73, -1.39], [1.46, -2.77, -0.27], [1.83, -4.00, -1.03], [3.15, -4.47, -0.62], [4.28, -3.82, 1.22], [3.77, -2.91, 2.22], [2.98, -1.92, 1.63], [2.43, -0.76, 2.35], [1.41, -0.87, -2.60], [2.72, -1.12, -2.97], [3.41, -0.18, -3.73], [2.81, 1.04, -4.07], [1.51, 1.31, -3.70], [0.77, 0.33, -3.02], [-0.67, 0.46, -2.79], [-3.18, -2.23, -0.42], [-1.61, -2.68, 0.30], [-2.87, -3.89, 0.09], [-3.62, -4.57, -2.14], [-2.94, -5.16, -4.42], [-0.81, -4.28, -5.36], [0.59, -2.80, -4.01], [1.09, -4.60, -1.55], [3.65, -5.14, -1.32], [5.25, -4.27, 1.42], [3.95, -2.96, 3.29], [2.29, -0.96, 3.41], [1.52, -0.40, 1.87], [3.18, 0.05, 2.27], [3.21, -2.05, -2.70], [4.42, -0.39, -4.06], [3.38, 1.76, -4.65], [1.03, 2.23, -4.00], [-1.29, -0.36, -3.17], [-1.09, 1.42, -3.06], [1.78, -6.42, 2.86], [1.92, -5.04, 1.63], [3.19, -5.01, 0.85], [3.93, -3.22, -0.16], [2.86, -2.15, 0.16], [0.62, -3.04, 0.90], [0.86, -4.09, 1.64], [3.72, -5.96, 0.95], [4.77, -2.87, -0.76], [3.05, -1.20, -0.37], [0.14, -4.25, 2.43]]}

(3)
{"formula": "C9H24IO3", "method": "ωB97M-V/def2-TZVPD", "orbital_gap_ha": 0.270, "spin_multiplicity": 1, "e_tot_ha": -880.4429, "de_lowest_kj_mol": 1025.1, "charge": -1, "lumo_ev": 3.357, "homo_energy_ev": -3.98, "elements": ["I", "C", "C", "C", "O", "H", "H", "H", "H", "H", "H", "H", "H", "C", "C", "C", "O", "H", "H", "H", "H", "H", "H", "H", "H", "C", "C", "C", "O", "H", "H", "H", "H", "H", "H", "H", "H"], "positions_angstrom": [[1.60, -0.47, 1.13], [2.33, 2.27, -2.56], [1.92, 1.14, -1.55], [2.59, -0.23, -1.73], [2.07, 1.61, -0.24], [2.24, 1.85, -3.57], [3.29, 2.75, -2.36], [1.55, 3.00, -2.38], [0.87, 0.98, -1.79], [3.66, -0.11, -1.55], [2.47, -0.70, -2.71], [2.30, -0.98, -1.00], [1.90, 0.89, 0.38], [-0.83, -2.33, -0.59], [-0.55, -1.12, -1.43], [-1.15, 0.22, -0.98], [0.82, -0.99, -1.46], [-0.32, -3.23, -0.96], [-1.90, -2.51, -0.63], [-0.55, -2.20, 0.45], [-0.96, -1.44, -2.39], [-2.24, 0.21, -1.06], [-0.82, 0.96, -1.71], [-0.79, 0.53, 0.00], [1.03, -0.90, -0.53], [-2.22, -0.50, 1.63], [-1.33, 0.34, 2.53], [-2.12, 0.67, 3.78], [-0.22, -0.42, 2.89], [-1.63, -0.71, 0.73], [-3.04, 0.06, 1.17], [-2.50, -1.52, 1.90], [-0.93, 1.19, 1.96], [-3.12, 1.08, 3.62], [-1.68, 1.40, 4.46], [-2.14, -0.23, 4.40], [0.40, -0.56, 2.17]]}

(4)
{"formula": "C5H12OS", "method": "ωB97M-V/def2-TZVPD", "orbital_gap_ha": 0.341, "spin_multiplicity": 1, "e_tot_ha": -671.1146, "de_lowest_kj_mol": 49.1, "charge": 0, "lumo_ev": 0.774, "homo_energy_ev": -8.51, "elements": ["C", "C", "C", "S", "C", "C", "H", "H", "H", "H", "H", "H", "H", "H", "H", "H", "O", "H", "H"], "positions_angstrom": [[-0.26, 0.37, -0.59], [-1.14, -0.87, -0.40], [-1.82, -1.03, 0.97], [-0.44, -1.34, 2.13], [0.35, 0.28, 2.04], [0.85, 0.38, 0.59], [-0.93, 1.25, -0.59], [0.29, 0.37, -1.55], [-0.60, -1.83, -0.52], [-1.91, -0.82, -1.20], [-2.54, -1.87, 0.98], [-2.40, -0.10, 1.16], [1.20, 0.53, 2.71], [-0.43, 1.05, 2.20], [1.41, 1.33, 0.49], [1.57, -0.45, 0.47], [2.57, 0.92, -3.22], [2.26, 1.66, -2.65], [1.97, 0.17, -3.00]]}

(5)
{"formula": "C4H2O", "method": "ωB97M-V/def2-TZVPD", "orbital_gap_ha": 0.312, "spin_multiplicity": 1, "e_tot_ha": -228.6901, "de_lowest_kj_mol": 182.0, "charge": 0, "lumo_ev": 0.734, "homo_energy_ev": -7.75, "elements": ["O", "C", "C", "C", "C", "H", "H"], "positions_angstrom": [[-2.73, -0.42, 0.35], [-1.56, -0.34, 0.29], [-0.38, -0.17, -0.20], [1.11, -0.46, -0.10], [0.78, 0.77, -0.26], [1.99, -1.21, 0.07], [0.80, 1.83, -0.15]]}

(6)
{"formula": "C18H20Br2N3", "method": "ωB97M-V/def2-TZVPD", "orbital_gap_ha": 0.272, "spin_multiplicity": 1, "e_tot_ha": -6009.9666, "charge": 1, "lumo_ev": -4.185, "homo_energy_ev": -11.60, "elements": ["Br", "C", "C", "C", "C", "C", "C", "C", "Br", "C", "N", "H", "H", "H", "H", "H", "H", "H", "H", "H", "H", "N", "C", "C", "C", "C", "C", "H", "H", "H", "H", "H", "N", "C", "C", "C", "C", "C", "H", "H", "H", "H", "H"], "positions_angstrom": [[-4.96, -1.91, -4.31], [-3.19, -2.08, -3.54], [-3.06, -3.33, -2.67], [-1.70, -4.00, -2.82], [-0.53, -3.17, -2.38], [-0.58, -2.12, -1.49], [0.57, -1.42, -1.16], [1.79, -1.78, -1.73], [3.36, -0.86, -1.32], [1.82, -2.82, -2.61], [0.68, -3.46, -2.91], [-2.50, -2.09, -4.39], [-3.03, -1.16, -2.98], [-3.81, -4.05, -2.97], [-3.26, -3.06, -1.63], [-1.67, -4.95, -2.29], [-1.55, -4.23, -3.88], [-1.51, -1.83, -1.04], [0.47, -0.59, -0.47], [2.72, -3.16, -3.10], [0.73, -4.23, -3.57], [-0.64, 1.22, -0.06], [-1.07, 1.90, -1.12], [-1.38, 3.25, -1.10], [-1.23, 3.94, 0.09], [-0.78, 3.25, 1.21], [-0.50, 1.89, 1.08], [-1.17, 1.33, -2.04], [-1.72, 3.75, -2.00], [-1.45, 4.99, 0.15], [-0.64, 3.74, 2.16], [-0.14, 1.33, 1.94], [1.73, 2.01, 3.61], [2.67, 2.94, 3.49], [3.55, 3.27, 4.51], [3.46, 2.58, 5.71], [2.48, 1.61, 5.84], [1.65, 1.36, 4.77], [2.71, 3.46, 2.54], [4.30, 4.04, 4.36], [4.13, 2.81, 6.53], [2.37, 1.05, 6.76], [0.87, 0.60, 4.84]]}

(7)
{"formula": "C3H6N2O", "method": "ωB97M-V/def2-TZVPD", "orbital_gap_ha": [0.267, 0.267], "spin_multiplicity": 1, "e_tot_ha": -302.5179, "de_lowest_kj_mol": 460.1, "charge": 0, "lumo_ev": [0.294, 0.294], "homo_energy_ev": [-6.98, -6.98], "elements": ["N", "C", "O", "C", "C", "N", "H", "H", "H", "H", "H", "H"], "positions_angstrom": [[-1.49, 0.82, 0.19], [-0.47, -0.06, 0.37], [-0.43, -0.71, 1.46], [0.56, -0.25, -0.64], [1.00, 0.72, -1.44], [0.86, -1.29, 1.73], [-2.22, 0.81, 0.89], [-1.76, 1.02, -0.76], [0.97, -1.26, -0.64], [0.68, 1.75, -1.31], [1.75, 0.52, -2.20], [0.55, -2.05, 2.34]]}

Question: Which formula does entry 7 have?
Answer: C3H6N2O